The following is a quantum chemistry calculation of 9 unconnected molecules or ions with the total composition C23H50F6NO21S7 at a distorted geometry, from the OMol25 dataset.

Structure (XYZ):
```
108
Properties=species:S:1:pos:R:3
N 1.26 0.60 -0.13
H 1.43 1.09 -0.99
H 0.34 0.71 0.28
H 1.98 0.75 0.56
H 1.32 -0.33 -0.51
C 2.01 1.29 -7.56
F 2.39 1.91 -8.74
F 0.99 0.46 -7.72
F 3.05 0.55 -7.18
S 1.47 2.59 -6.29
O 0.13 3.08 -6.84
O 1.45 1.95 -4.98
O 2.51 3.60 -6.33
C 8.45 0.29 0.83
F 7.99 -0.65 0.08
F 9.69 0.02 1.28
F 8.60 1.44 0.21
S 7.25 0.56 2.36
O 7.41 -0.68 3.09
O 7.78 1.73 3.11
O 5.90 0.85 1.81
O -4.46 4.64 0.57
S -4.74 3.60 -0.40
O -4.08 2.32 -0.41
O -6.38 3.40 -0.51
C -6.87 2.41 -1.43
C -8.38 2.43 -1.39
C -4.49 4.37 -2.08
H -6.52 1.39 -1.28
H -6.52 2.73 -2.42
H -8.69 3.45 -1.57
H -8.63 1.88 -0.47
H -8.84 1.87 -2.20
H -4.28 3.69 -2.90
H -3.61 5.01 -2.06
H -5.33 5.03 -2.31
O 5.21 9.25 -0.12
S 4.59 8.21 0.69
O 5.22 7.72 1.91
O 2.99 8.61 0.97
C 2.08 8.94 -0.05
C 0.77 9.33 0.64
C 4.39 6.75 -0.49
H 1.89 8.01 -0.60
H 2.37 9.76 -0.71
H 0.59 8.66 1.48
H -0.07 9.12 -0.02
H 0.73 10.34 1.04
H 3.66 6.07 -0.05
H 5.39 6.32 -0.56
H 4.06 7.12 -1.46
O 2.41 -4.31 -2.54
S 2.37 -5.61 -3.22
O 3.36 -6.05 -4.23
O 2.28 -6.78 -2.04
C 2.35 -8.14 -2.40
C 1.47 -9.04 -1.51
C 0.70 -5.85 -3.93
H 3.42 -8.29 -2.32
H 2.07 -8.33 -3.44
H 0.54 -8.50 -1.36
H 1.79 -9.15 -0.47
H 1.35 -10.06 -1.87
H 0.66 -6.76 -4.53
H 0.41 -4.99 -4.53
H -0.03 -6.00 -3.13
O -0.05 -4.60 2.40
S 0.36 -5.38 3.58
O 0.21 -4.79 4.94
O -0.38 -6.89 3.50
C -0.38 -7.67 4.73
C -1.13 -9.04 4.59
C 2.17 -5.83 3.36
H -0.90 -7.14 5.53
H 0.65 -7.81 5.06
H -0.87 -9.54 3.65
H -2.21 -8.90 4.60
H -0.84 -9.79 5.31
H 2.64 -5.00 3.88
H 2.59 -5.70 2.36
H 2.47 -6.73 3.89
O 2.36 3.97 5.70
S 0.97 3.87 5.21
O 0.58 3.88 3.80
O 0.28 2.62 5.95
C -1.03 2.25 5.63
C -1.71 2.22 7.00
C 0.01 5.22 6.03
H -0.96 1.27 5.17
H -1.52 2.86 4.88
H -1.04 1.75 7.72
H -2.73 1.86 7.06
H -1.73 3.26 7.30
H 0.59 6.13 5.87
H -0.08 5.06 7.10
H -0.96 5.42 5.59
C -3.75 -2.04 -3.48
C -4.40 -2.98 -2.72
C -5.47 -3.77 -3.20
C -5.85 -3.55 -4.55
C -5.25 -2.56 -5.33
C -4.26 -1.76 -4.73
H -2.97 -1.42 -3.05
H -4.11 -3.07 -1.68
H -5.86 -4.59 -2.62
H -6.60 -4.17 -5.03
H -5.62 -2.34 -6.32
H -3.83 -0.95 -5.30
```

Summary:
Highest occupied orbital energy in Eh: -0.21149
HOMO-LUMO gap in hartree: 0.211
Lowest unoccupied orbital energy in eV: -0.0250
Multiplicity: 1
Calculated total energy in eV: -161295.38179
Net charge: -1